# 1
Below is a molecular structure, C4H8OS at a distorted geometry, with properties calculated with ωB97M-V/def2-TZVPD.

The geometry in XYZ format:
```
14
Properties=species:S:1:pos:R:3:mulliken_charge:R:1
S -2.000 0.631 -0.466 -0.004
H -0.487 -0.794 1.306 0.323
H 0.284 0.776 -1.263 0.346
H 0.366 -1.589 -1.547 0.323
C -0.175 -0.764 0.218 0.114
H 0.679 -2.790 -0.357 0.365
H -0.533 1.898 1.620 0.271
H 1.715 -1.445 -0.404 0.304
C 0.226 1.783 0.678 -1.202
H 1.135 1.653 1.247 0.354
O -2.008 -1.036 -0.458 -0.490
C 0.683 -1.759 -0.522 -1.142
H 0.259 2.796 0.188 0.322
C -0.145 0.641 -0.240 0.117
```

Computed properties:
Orbital gap (eV): 7.41
E_LUMO (eV): -0.13
Energy relative to the best compared isomer or geometry (same formula, charge and spin) (kcal per mole): 82.9

***

# 2
Below is a molecular structure, C15H35N3OSiTaTl at a distorted geometry, with properties calculated with ωB97M-V/def2-TZVPD.

The geometry in XYZ format:
```
57
Properties=species:S:1:pos:R:3:mulliken_charge:R:1
N 0.460 -1.745 -0.267 0.717
H 1.548 -4.236 0.392 0.232
C -1.426 0.571 1.407 -0.287
H 2.313 -4.492 -1.169 0.452
H 0.677 3.403 -0.593 0.073
H 1.175 -1.368 -2.883 0.024
C 1.456 -4.004 -0.676 -1.320
C 1.186 -2.411 -2.532 -1.109
C -0.922 -2.334 -0.354 -1.088
H 0.215 -2.867 -2.771 0.396
H -1.578 -2.415 4.208 0.329
H 1.968 -2.955 -3.094 0.507
H -2.424 0.461 0.946 0.389
H -0.656 1.447 -4.213 0.399
H 0.653 4.257 -2.155 0.468
O 2.991 3.103 1.395 -0.401
H -3.044 1.583 3.957 0.368
C 1.499 -2.510 -1.036 0.548
C -3.063 0.487 3.910 -1.176
Si -1.490 -0.204 3.137 -0.262
H -1.700 -1.552 -0.239 0.462
H -2.649 0.665 -0.974 0.458
Ta 0.070 0.190 0.023 -0.423
C -1.775 -2.051 3.190 -0.661
H -1.071 -3.079 0.443 0.395
H -0.173 1.418 4.413 0.339
H -1.075 -2.812 -1.336 0.388
C -0.047 0.352 4.171 -0.835
H -2.444 2.321 -1.598 0.380
N 1.490 1.352 0.714 -0.424
H 2.893 -0.825 -1.015 0.232
H -1.203 -2.668 2.488 0.023
H -3.192 0.101 4.931 0.337
H -2.378 0.898 -2.705 0.347
H -0.037 -0.204 5.120 0.337
H -1.273 1.673 1.497 0.537
H -2.832 -2.252 2.968 0.339
N -0.641 1.185 -1.512 0.502
H -3.942 0.185 3.323 0.360
H 3.605 -2.419 -1.362 0.478
C -0.498 2.396 -3.684 -1.724
H 0.179 3.012 -4.294 0.441
C 2.232 2.276 1.043 0.973
H 3.162 -1.997 0.306 0.231
C -2.108 1.274 -1.703 -1.082
H 2.114 2.400 -3.105 0.558
H 1.560 0.714 -3.075 0.145
H -1.444 2.942 -3.611 0.412
H -0.883 3.811 -1.351 0.322
C 0.147 3.488 -1.548 -1.216
C 2.854 -1.893 -0.747 -1.226
Tl 1.322 -2.502 2.203 0.948
C 1.561 1.656 -2.509 -1.390
H 0.538 -4.476 -1.050 0.349
C 0.150 2.171 -2.316 0.935
H 0.931 0.232 3.686 0.278
H 2.106 1.533 -1.567 0.216
```

Computed properties:
Charge: +2
Orbital gap (eV): 8.09
E_LUMO (eV): -7.38

***

# 3
Below is C4H5NO3 in the gas phase at a distorted geometry, with properties calculated with ωB97M-V/def2-TZVPD.

The geometry in XYZ format:
```
13
Properties=species:S:1:pos:R:3:mulliken_charge:R:1
O -0.121 2.501 -0.183 -0.484
H -0.491 -1.832 -1.055 0.266
C 1.328 0.463 0.150 0.180
C -0.298 -1.155 -0.216 0.156
H -1.044 2.756 -0.306 0.334
H -1.128 -1.219 1.587 0.352
O -0.738 -1.832 0.932 -0.532
H -1.944 0.338 -0.524 0.368
O 2.360 0.975 0.484 -0.578
C 0.035 1.181 -0.322 0.756
C -0.891 0.217 -0.362 -0.971
N 1.106 -0.846 -0.116 -0.039
H 1.826 -1.547 -0.070 0.192
```

Computed properties:
Orbital gap (eV): 10.05
E_LUMO (eV): 0.44
Energy relative to the best compared isomer or geometry (same formula, charge and spin) (kcal per mole): 23.0

***

# 4
Below is 2 unconnected molecules or ions with the total composition CH2N2S2 at a distorted geometry, with properties calculated with ωB97M-V/def2-TZVPD.

The geometry in XYZ format:
```
7
Properties=species:S:1:pos:R:3:mulliken_charge:R:1
S -1.667 -0.827 -0.069 -0.037
C 0.043 1.114 -1.740 0.087
N -0.221 -0.675 0.538 -0.124
H -0.311 0.068 -1.898 0.211
N 0.715 1.900 -1.494 -0.282
H 1.404 -0.631 2.433 0.200
S 0.037 -0.949 2.230 -0.057
```

Computed properties:
Orbital gap (alpha / beta) (eV): 7.38 / 7.38
E_LUMO (alpha / beta) (eV): -1.77 / -1.77
Energy relative to the best compared isomer or geometry (same formula, charge and spin) (kcal per mole): 66.5

***

# 5
Below is C6H12O in the gas phase, with properties calculated with ωB97M-V/def2-TZVPD.

The geometry in XYZ format:
```
19
Properties=species:S:1:pos:R:3:mulliken_charge:R:1
C -0.721 1.579 1.947 -1.486
H -0.572 -2.394 -0.831 0.392
H -1.469 -0.363 -1.639 0.314
H -1.537 0.880 2.157 0.366
C 0.403 -2.044 -1.193 -1.635
H 0.433 -2.217 -2.274 0.389
C -0.605 0.271 -1.395 -0.649
H -0.316 0.805 -2.308 0.258
C -0.024 1.175 0.664 0.539
H 1.574 -0.290 1.070 0.373
H -0.086 -0.921 1.169 0.292
C 0.575 -0.231 0.628 -0.943
H -1.141 2.584 1.841 0.342
H -0.027 1.587 2.794 0.356
C 0.572 -0.570 -0.863 0.626
H 1.490 -0.183 -1.321 0.297
H 1.180 -2.657 -0.726 0.361
H 0.762 1.919 0.432 0.216
O -0.988 1.177 -0.380 -0.407
```

Computed properties:
Orbital gap (eV): 10.64
E_LUMO (eV): 1.14
Energy relative to the best compared isomer or geometry (same formula, charge and spin) (kcal per mole): 7.8

***

# 6
Below is a molecular structure, C6H9N, with properties calculated with ωB97M-V/def2-TZVPD.

The geometry in XYZ format:
```
16
Properties=species:S:1:pos:R:3:mulliken_charge:R:1
H -2.912 -0.558 -0.046 0.233
H 0.838 -1.618 1.504 0.421
H -2.111 -0.319 1.533 0.286
C 0.433 -1.292 0.549 -0.531
H 1.716 1.258 0.547 0.287
C -1.957 -0.365 0.453 -0.538
C -1.154 0.809 -0.181 -0.579
C -0.794 -1.216 -0.023 0.118
H 2.568 0.868 -0.967 0.278
H 2.909 -0.060 0.505 0.331
C -0.202 -0.171 -0.964 -0.398
C 2.119 0.436 -0.068 -0.832
H -0.291 -0.155 -2.055 0.432
H -0.621 1.407 0.566 0.215
N 1.116 -0.534 -0.431 -0.062
H -1.727 1.470 -0.837 0.339
```

Computed properties:
Orbital gap (eV): 8.64
E_LUMO (eV): 1.06
Energy relative to the best compared isomer or geometry (same formula, charge and spin) (kcal per mole): 92.6

***

Calculated total energy readings, ordered: -17156.855 -36750.478 -11861.002 -25716.329 -8464.015 -7854.142 eV